Entry 1:
C4H4OS in the gas phase. Source: OMol25; level of theory: ωB97M-V with the def2-TZVPD basis set.

Last column: Löwdin charge in e.
Positions of all 10 atoms, in Å:
C (-2.321, 0.084, 0.004)  -0.40
C (0.441, 0.446, -0.048)  -0.71
C (1.758, 0.047, -0.141)  -0.14
C (2.871, -0.423, 0.097)  0.17
H (-2.998, -0.586, -0.540)  0.03
H (-2.734, 0.481, 0.948)  0.06
H (-2.273, 0.886, -0.674)  0.02
H (3.849, -0.927, -0.051)  0.07
O (0.055, 1.657, 0.046)  -0.02
S (-0.799, -0.877, 0.030)  0.92

Force components x, y, z for each atom (eV/Å):
-0.653 -0.830 -0.016
-4.734 4.298 0.745
4.535 -1.936 1.081
-1.185 0.229 -1.725
-0.246 -0.086 0.738
0.448 -0.648 -0.259
0.683 1.244 -0.726
-1.242 0.814 0.607
1.579 -3.876 -0.496
0.815 0.790 0.051

2S+1	1
HOMO level	-9.7	eV
orbital gap	9.2	eV
energy above the lowest of the compared OMol25 structures with the same formula, charge and spin	55.1	kcal/mol
maximum force	6.44	eV/Å
charge	0

Entry 2:
A molecular structure, C4H4OS. Source: OMol25; level of theory: ωB97M-V with the def2-TZVPD basis set.

Last column: Löwdin charge in e.
Positions of all 10 atoms, in Å:
C (-0.231, -0.116, -0.025)  -0.35
C (1.430, -0.557, -0.032)  -0.66
C (-1.205, -1.003, 0.041)  0.01
C (-0.046, 1.349, -0.034)  -0.32
O (2.084, -1.558, 0.001)  0.01
S (1.806, 1.218, 0.031)  1.09
H (-2.184, -0.800, 0.065)  0.00
H (-1.063, -2.115, -0.060)  0.09
H (-0.250, 1.797, -0.901)  0.04
H (-0.342, 1.786, 0.912)  0.10

Force components x, y, z for each atom (eV/Å):
5.263 -3.138 -0.036
-7.318 2.224 -0.464
1.763 -2.544 -0.476
2.708 -2.411 3.580
1.908 -1.586 0.198
0.315 1.685 0.120
-3.610 1.300 0.113
0.545 1.378 0.312
-1.249 2.329 -3.192
-0.325 0.763 -0.155

2S+1	3
expectation value of S²	2.022
HOMO level (alpha / beta)	-5.3 / -9.3	eV
orbital gap (alpha / beta)	5.5 / 5.4	eV
energy above the lowest of the compared OMol25 structures with the same formula, charge and spin	60.2	kcal/mol
maximum force	7.66	eV/Å
charge	0

Entry 3:
A molecular structure, C4H4OS2. Source: OMol25; level of theory: ωB97M-V with the def2-TZVPD basis set.

Last column: Löwdin charge in e.
Positions of all 11 atoms, in Å:
C (-1.325, 0.598, -0.289)  -0.64
C (-0.038, 0.185, 0.298)  -0.42
C (0.531, -1.255, 0.224)  -0.41
C (1.098, 0.751, -0.535)  -0.73
H (-1.535, 1.692, -0.061)  0.08
H (0.084, 0.639, 1.355)  0.19
H (0.770, -1.633, 1.230)  0.09
H (-0.208, -1.946, -0.161)  0.06
O (1.421, 1.921, -0.471)  0.05
S (-2.673, -0.192, -0.724)  0.70
S (1.876, -0.760, -0.864)  1.02

Force components x, y, z for each atom (eV/Å):
-2.346 1.416 1.782
0.658 -0.233 0.935
-1.620 -0.206 0.930
0.598 3.170 2.288
0.817 -1.025 -0.810
-0.427 -0.568 -1.696
0.530 0.271 -0.514
0.102 -0.217 -0.579
0.021 -1.507 -1.446
1.009 -0.334 -0.260
0.658 -0.768 -0.632

2S+1	1
HOMO level	-9.1	eV
orbital gap	8.3	eV
energy above the lowest of the compared OMol25 structures with the same formula, charge and spin	26.5	kcal/mol
maximum force	3.96	eV/Å
charge	0

Entry 4:
3 unconnected molecules or ions with the total composition C4H4OS2. Source: OMol25; level of theory: ωB97M-V with the def2-TZVPD basis set.

Last column: Löwdin charge in e.
Positions of all 11 atoms, in Å:
C (-2.500, -2.250, 0.540)  -0.10
C (-3.615, 0.530, 0.104)  -1.38
C (1.940, -0.370, -0.438)  -0.05
C (1.049, 0.610, -0.579)  -0.05
O (-1.646, -2.940, 0.408)  0.09
S (-4.594, -0.640, -0.263)  0.70
S (-2.517, 1.552, 0.543)  0.71
H (2.016, -0.847, 0.463)  0.01
H (2.662, -0.767, -1.178)  0.06
H (0.530, 0.805, 0.274)  -0.01
H (0.784, 1.205, -1.376)  0.03

Force components x, y, z for each atom (eV/Å):
-1.140 0.930 0.863
-0.268 -0.722 -0.033
0.385 0.951 -2.888
1.932 -2.107 0.257
2.020 -1.645 -0.467
0.009 1.834 -0.100
-0.627 -0.382 -0.263
0.104 -1.054 2.315
-0.736 0.569 0.100
-1.657 0.684 2.286
-0.021 0.943 -2.070

2S+1	1
HOMO level	-9.4	eV
orbital gap	9.3	eV
energy above the lowest of the compared OMol25 structures with the same formula, charge and spin	36.7	kcal/mol
maximum force	3.07	eV/Å
charge	0

Entry 5:
C4H4OS2 in the gas phase. Source: OMol25; level of theory: ωB97M-V with the def2-TZVPD basis set.

Last column: Löwdin charge in e.
Positions of all 11 atoms, in Å:
C (-0.081, -0.380, 0.517)  -0.53
C (-1.122, 0.160, -0.338)  -0.09
C (-2.096, 0.609, -0.867)  0.15
C (1.332, -0.068, 0.026)  -1.10
H (0.397, -2.148, -0.008)  0.00
H (-0.221, 0.052, 1.513)  0.16
H (-2.946, 0.994, -1.369)  0.03
H (0.808, 2.158, 0.508)  -0.13
O (-0.219, -1.750, 0.623)  -0.06
S (1.894, 1.588, 0.053)  0.81
S (2.254, -1.215, -0.659)  0.75

Force components x, y, z for each atom (eV/Å):
0.498 -0.398 0.328
-0.412 0.681 -0.140
0.100 0.010 -0.181
0.291 0.779 -0.767
0.164 -0.216 -0.147
0.161 0.037 0.041
-0.104 0.038 -0.092
-0.911 0.320 0.413
-0.631 -0.687 0.625
0.733 -0.798 -0.284
0.110 0.236 0.204

2S+1	1
HOMO level	-9.5	eV
orbital gap	8.9	eV
energy above the lowest of the compared OMol25 structures with the same formula, charge and spin	49.9	kcal/mol
maximum force	1.13	eV/Å
charge	0

Entry 6:
C4H4OS3 in the gas phase. Source: OMol25; level of theory: ωB97M-V with the def2-TZVPD basis set.

Last column: Löwdin charge in e.
Positions of all 12 atoms, in Å:
C (-0.326, 0.297, 0.473)  -0.71
C (-0.767, -1.137, 0.721)  -0.71
C (1.178, 0.271, 0.199)  -0.50
C (1.668, 0.375, -1.231)  -0.55
H (0.356, 0.909, 2.635)  -0.12
H (-0.876, 0.711, -0.363)  0.05
H (-0.272, -1.620, 1.577)  0.07
H (2.737, 0.261, -1.291)  0.06
O (1.990, 0.095, 1.077)  0.08
S (-0.699, 1.318, 1.930)  0.80
S (-1.842, -1.940, -0.160)  0.73
S (0.768, 0.631, -2.529)  0.80

Force components x, y, z for each atom (eV/Å):
0.205 -0.392 0.288
0.090 -0.046 0.073
0.015 -0.077 -0.078
-0.383 0.089 0.147
0.179 -0.086 0.124
-0.022 0.022 -0.161
-0.124 0.248 -0.240
0.402 -0.061 -0.014
-0.247 0.081 -0.239
-0.210 0.075 -0.126
0.122 0.168 0.086
-0.027 -0.021 0.140

2S+1	1
HOMO level	-9.1	eV
orbital gap	7.2	eV
energy above the lowest of the compared OMol25 structures with the same formula, charge and spin	29.7	kcal/mol
maximum force	0.53	eV/Å
charge	0

Entry 7:
A gas-phase ion, C4H4PS (charge -1). Source: OMol25; level of theory: ωB97M-V with the def2-TZVPD basis set.

Last column: Löwdin charge in e.
Positions of all 10 atoms, in Å:
C (0.534, 0.471, 0.118)  -0.24
C (-0.339, 1.141, -0.764)  -0.29
C (0.426, -0.937, 0.086)  -0.42
C (-1.269, 0.294, -1.414)  -1.13
P (-0.862, -1.443, -1.088)  0.79
S (-2.677, 0.806, -2.223)  0.22
H (1.129, 1.059, 0.772)  0.06
H (-0.556, 2.202, -0.810)  0.07
H (0.980, -1.704, 0.533)  -0.02
H (-1.710, -1.907, 0.061)  -0.04

Force components x, y, z for each atom (eV/Å):
-0.308 -2.955 -0.305
-2.024 -1.064 -1.094
-0.387 2.708 -0.742
-0.040 1.278 1.038
0.220 -0.257 1.092
-0.132 -0.104 -0.384
0.906 0.095 0.571
0.438 0.032 0.085
1.072 -0.507 1.046
0.255 0.774 -1.307

2S+1	1
HOMO level	-2.3	eV
orbital gap	6.4	eV
energy above the lowest of the compared OMol25 structures with the same formula, charge and spin	12.7	kcal/mol
maximum force	2.99	eV/Å
charge	-1

Entry 8:
2 unconnected molecules or ions with the total composition C4H4S. Source: OMol25; level of theory: ωB97M-V with the def2-TZVPD basis set.

Last column: Löwdin charge in e.
Positions of all 9 atoms, in Å:
C (-0.438, 1.719, 0.537)  0.10
C (-0.529, 0.570, 0.232)  -0.28
C (1.644, -0.207, -1.320)  -0.50
C (-0.726, -0.828, 0.036)  -0.14
S (2.772, -0.337, -0.270)  0.58
H (-0.412, 2.762, 0.847)  0.04
H (-1.747, -1.141, -0.135)  0.08
H (-0.527, -1.471, 0.901)  0.09
H (-0.038, -1.067, -0.829)  0.03

Force components x, y, z for each atom (eV/Å):
0.000 1.602 0.378
-0.753 0.467 1.101
-0.022 0.124 -0.552
0.486 -1.420 -0.792
0.675 -0.051 0.351
0.116 -0.869 -0.401
-0.410 0.476 -0.803
0.876 0.425 -0.004
-0.968 -0.754 0.722

2S+1	3
expectation value of S²	2.029
HOMO level (alpha / beta)	-7.2 / -10.0	eV
orbital gap (alpha / beta)	6.7 / 6.8	eV
energy above the lowest of the compared OMol25 structures with the same formula, charge and spin	60.6	kcal/mol
maximum force	1.70	eV/Å
charge	0

Entry 9:
A molecular structure, C4H4S2. Source: OMol25; level of theory: ωB97M-V with the def2-TZVPD basis set.

Last column: Löwdin charge in e.
Positions of all 10 atoms, in Å:
C (0.524, -0.369, -0.153)  -0.54
C (-0.522, 1.258, 0.709)  -1.20
C (1.150, -1.083, -1.066)  0.01
C (-0.820, -0.135, 0.379)  -0.28
S (-1.509, 2.493, 1.030)  0.66
S (1.218, 1.188, 0.575)  0.95
H (2.095, -0.665, -1.427)  0.07
H (0.778, -2.069, -1.163)  0.06
H (-1.668, -0.142, -0.270)  0.11
H (-1.245, -0.476, 1.386)  0.16

Force components x, y, z for each atom (eV/Å):
2.109 0.787 0.131
-0.221 2.593 0.662
0.314 0.640 1.081
-1.981 -0.215 2.079
0.077 -0.081 0.069
-0.655 -0.813 -0.696
-0.223 -0.881 -0.004
-0.172 -0.846 -1.218
-0.386 -0.550 -0.862
1.138 -0.632 -1.242

2S+1	1
HOMO level	-8.7	eV
orbital gap	8.6	eV
energy above the lowest of the compared OMol25 structures with the same formula, charge and spin	39.7	kcal/mol
maximum force	2.88	eV/Å
charge	0

Entry 10:
A molecular structure, C4H5AgO. Source: OMol25; level of theory: ωB97M-V with the def2-TZVPD basis set.

Last column: Löwdin charge in e.
Positions of all 11 atoms, in Å:
C (-3.192, 0.260, 0.527)  0.10
C (-1.945, 0.822, 0.400)  -0.16
C (-0.874, 0.188, -0.243)  -0.04
C (0.433, 0.768, -0.208)  -0.27
O (1.446, 0.217, -0.664)  -0.09
Ag (3.384, -1.517, -0.717)  0.92
H (-3.406, -0.727, 0.112)  0.08
H (-4.014, 0.815, 0.978)  0.08
H (-0.984, -0.826, -0.638)  0.12
H (0.515, 1.817, 0.131)  0.14
H (-1.699, 1.730, 0.974)  0.12

Force components x, y, z for each atom (eV/Å):
-0.039 0.224 -0.332
0.304 -0.156 0.693
-0.024 -0.302 0.634
-0.089 0.168 -0.809
0.705 -0.651 0.287
-0.774 0.691 -0.006
0.029 0.336 0.043
0.280 -0.278 0.057
0.010 0.396 -0.104
-0.028 -0.288 0.181
-0.373 -0.141 -0.645

2S+1	2
expectation value of S²	0.788
HOMO level (alpha / beta)	-12.1 / -14.0	eV
orbital gap (alpha / beta)	5.8 / 7.7	eV
energy above the lowest of the compared OMol25 structures with the same formula, charge and spin	0.0	kcal/mol
maximum force	1.04	eV/Å
charge	+1